Density functional theory data (ωB97M-V with the def2-TZVPD basis set) for C4H6NO2 as an isolated structure in a non-equilibrium geometry.

```
13
Properties=species:S:1:pos:R:3:forces:R:3
O -2.951 -0.089 -0.126 0.74 0.38 1.03
O 1.833 0.419 -0.205 0.27 -1.01 -0.60
N -0.230 -0.455 -0.360 -2.83 0.85 -1.24
C 0.654 0.614 -0.220 0.74 0.43 1.53
C -1.912 -0.002 0.299 1.25 -1.19 -2.21
C 0.051 1.910 -0.144 0.44 2.57 2.32
C 0.033 -1.798 -0.199 2.10 0.48 2.41
H 0.197 2.373 -1.086 -0.32 0.57 -1.14
H -0.146 -1.884 0.884 0.26 -1.38 -0.04
H 0.757 2.544 0.547 -1.72 -1.11 -0.98
H -1.014 1.906 0.187 0.95 0.51 -0.30
H -0.564 -2.407 -0.828 -0.14 -0.76 -0.53
H 1.201 -1.822 -0.234 -1.74 -0.34 -0.24
```
Positions in Å, forces in eV/Å.

## Properties
Spin multiplicity: 1
Net charge: +1
LUMO level (spin up / spin down), eV: -8.7 / -8.7
M, Da: 100.1
HOMO level (spin up / spin down), eV: -15.996 / -15.997
Kohn-Sham gap (spin up / spin down), eV: 7.330 / 7.334
DFT total energy, Eh: -360.8119

These are the Mulliken partial charges, in e, on atoms 1 to 5: -0.030 -0.429 0.033 0.687 0.305

---

Density functional theory data (ωB97M-V with the def2-TZVPD basis set) for a 8-piece molecular cluster, H16O8 overall in a non-equilibrium geometry.

```
24
Properties=species:S:1:pos:R:3:forces:R:3
O 0.435 -3.871 -2.644 0.51 -1.18 -1.11
O 1.136 0.848 0.055 -1.74 -1.18 -3.12
O 3.502 3.834 -2.751 1.84 -1.16 0.87
O -3.113 -0.581 1.787 0.54 -0.33 2.03
O -2.222 1.232 3.281 -0.83 2.70 1.04
O -0.726 -2.593 2.661 0.65 0.57 0.92
O 3.335 1.974 0.442 1.07 3.90 1.96
O -1.670 -1.961 -2.522 2.36 1.24 -0.75
H -0.091 -3.085 -2.770 -0.61 0.15 -0.04
H 1.157 0.730 -0.966 0.36 0.51 2.39
H 3.168 1.309 -0.168 -0.76 -1.29 -1.81
H -0.198 -2.453 3.482 -0.58 -0.24 -0.93
H 0.335 -4.381 -3.486 0.12 0.72 1.15
H -3.987 -0.460 2.159 -0.81 -0.22 -0.57
H -2.202 2.144 3.709 0.42 -1.77 -0.54
H -0.534 -1.799 2.141 -0.06 -0.29 0.05
H 2.992 2.872 0.155 0.52 -2.21 0.05
H -1.022 -1.269 -2.214 -1.31 -1.00 -0.35
H 4.497 3.818 -2.842 -1.85 0.30 -0.06
H 0.233 0.481 0.175 0.56 0.32 0.52
H -3.115 1.270 2.886 0.78 -0.20 -0.10
H -2.397 -1.931 -1.935 -1.09 0.06 1.11
H 3.136 4.493 -3.315 -0.02 0.84 -0.77
H -2.648 -0.621 2.682 -0.07 -0.24 -1.95
```
Positions in Å, forces in eV/Å.

## Properties
Spin multiplicity: 1
LUMO level, eV: 0.1
M, Da: 144.1
HOMO level, eV: -10.419
Kohn-Sham gap, eV: 10.485
SMILES: O.O.O.O.O.O.O.O
DFT total energy, Eh: -611.4425

These are the Mulliken partial charges, in e, on atoms 1 to 5: -0.631 -0.618 -0.632 -0.685 -0.617

---

Density functional theory data (ωB97M-V with the def2-TZVPD basis set) for one molecule with the formula C4H6N2 in a non-equilibrium geometry.

```
12
Properties=species:S:1:pos:R:3:forces:R:3
N -1.783 0.266 -0.187 -0.60 0.30 0.29
N 1.663 1.415 0.076 -0.40 0.20 -0.14
C 0.220 -1.012 0.088 0.32 0.71 0.76
C 0.867 -2.132 0.097 -1.57 -1.02 -0.01
C 0.415 1.373 -0.161 0.10 0.11 -0.24
C -0.382 0.143 -0.035 0.01 -0.30 -0.11
H 0.488 -2.730 -0.734 1.25 -0.35 -0.40
H 1.210 -2.658 0.986 0.11 0.29 -0.12
H -2.163 1.144 0.116 0.24 0.60 0.04
H -2.359 -0.411 0.289 0.36 -0.58 -0.08
H -0.187 2.241 -0.455 0.15 0.13 -0.03
H 2.011 2.361 -0.081 0.01 -0.10 0.04
```
Positions in Å, forces in eV/Å.

## Properties
Spin multiplicity: 1
LUMO level, eV: 0.9
M, Da: 82.1
HOMO level, eV: -8.192
Kohn-Sham gap, eV: 9.051
SMILES: [H]/N=C/C(N)=C=C
DFT total energy, Eh: -265.4288

These are the Mulliken partial charges, in e, on atoms 1 to 5: -0.591 -0.581 0.317 -0.825 -0.256

---

Density functional theory data (ωB97M-V with the def2-TZVPD basis set) for C5H14ClGaIO2P as an isolated structure in a non-equilibrium geometry.

```
25
Properties=species:S:1:pos:R:3:forces:R:3
I 1.521 1.161 2.190 -1.21 -0.58 -0.19
Ga -1.118 -0.334 1.081 -1.11 -0.15 1.79
Cl -3.295 -0.400 1.218 1.28 -0.04 -0.26
P -0.531 0.323 -1.035 0.01 0.70 -2.67
O -1.224 -0.647 3.420 0.86 0.88 -0.87
O 4.942 0.378 1.393 -2.07 -0.52 -1.95
C 0.847 -1.349 1.424 2.09 0.40 0.45
C -1.085 -1.038 -2.113 0.00 -0.20 0.50
C -1.544 1.758 -1.485 -0.20 0.16 0.38
C 1.144 0.729 -1.621 0.39 -0.15 0.62
C 4.099 0.168 0.648 2.39 0.33 1.76
H -0.314 -1.818 -2.132 -0.22 0.10 -0.07
H 1.842 -0.096 -1.443 -0.11 0.09 -0.02
H -1.250 -0.647 -3.124 0.06 -0.08 0.24
H 1.534 1.616 -1.110 -0.13 -0.13 -0.19
H 1.440 -1.355 2.339 -0.16 -0.70 -0.02
H 0.282 -2.291 1.379 -1.05 0.33 0.40
H 1.513 -1.332 0.569 -0.03 0.35 -0.17
H -1.005 2.680 -1.224 -0.22 -0.21 -0.01
H -2.105 -0.401 3.754 0.18 -0.05 0.06
H -2.017 -1.450 -1.709 0.08 -0.01 -0.29
H -0.559 -0.024 3.800 -0.81 -0.59 0.15
H -1.734 1.744 -2.566 0.10 -0.05 0.25
H -2.501 1.716 -0.947 0.17 0.13 -0.23
H 1.118 0.908 -2.707 -0.28 -0.01 0.33
```
Positions in Å, forces in eV/Å.

## Properties
Spin multiplicity: 1
Net charge: +2
LUMO level (spin up / spin down), eV: -11.7 / -11.3
M, Da: 369.2
HOMO level (spin up / spin down), eV: -18.104 / -18.107
Kohn-Sham gap (spin up / spin down), eV: 6.423 / 6.808
DFT total energy, Eh: -3372.7322

These are the Mulliken partial charges, in e, on atoms 1 to 5: 0.355 0.884 -0.210 0.639 -0.556

---

Density functional theory data (ωB97M-V with the def2-TZVPD basis set) for an isolated ion of composition C3H10N4 and charge +2 in a non-equilibrium geometry.

```
17
Properties=species:S:1:pos:R:3:forces:R:3
N 0.398 -1.149 -0.102 0.46 -0.05 0.07
N 2.402 -0.079 0.228 0.16 0.12 0.02
N -1.526 0.988 -0.037 3.81 0.95 -0.52
N -1.757 -0.249 0.450 -0.78 -1.02 0.33
C 1.114 -0.040 -0.017 0.09 -0.63 0.07
C -1.055 -1.291 -0.248 -0.52 0.26 -0.32
C 0.517 1.303 -0.174 -3.02 0.03 0.05
H -1.333 -1.271 -1.312 0.07 -0.02 0.24
H -1.794 1.098 -1.026 -0.19 -0.04 0.38
H 2.968 0.762 0.272 -0.11 -0.05 -0.02
H 0.558 1.732 -1.168 0.06 -0.02 -0.14
H -1.357 -2.260 0.166 0.12 0.27 -0.08
H -1.819 -0.331 1.463 0.08 0.29 -0.19
H 2.909 -0.950 0.344 -0.03 -0.02 -0.01
H 0.895 -2.030 -0.008 0.03 0.09 0.05
H -1.849 1.768 0.541 -0.21 -0.19 -0.01
H 0.730 2.001 0.628 -0.04 0.04 0.07
```
Positions in Å, forces in eV/Å.

## Properties
Spin multiplicity: 1
Net charge: +2
LUMO level (spin up / spin down), eV: -9.8 / -9.8
M, Da: 102.1
HOMO level (spin up / spin down), eV: -19.038 / -19.038
Kohn-Sham gap (spin up / spin down), eV: 9.261 / 9.261
DFT total energy, Eh: -338.6140

These are the Mulliken partial charges, in e, on atoms 1 to 5: -0.206 -0.318 -0.214 -0.233 0.817

---

Density functional theory data (ωB97M-V with the def2-TZVPD basis set) for an isolated ion of composition C6H10N2 and charge +2 in a non-equilibrium geometry.

```
18
Properties=species:S:1:pos:R:3:forces:R:3
N 1.355 -0.133 0.110 -0.02 -1.64 0.72
N -1.881 2.273 -2.064 -0.69 -0.15 0.08
C -1.515 1.428 -1.198 -0.27 0.54 0.64
C -1.182 0.656 -0.216 0.47 -1.46 0.54
C 0.720 -1.798 1.749 0.43 -2.54 1.52
C -0.828 -0.855 -0.209 0.46 -0.52 0.69
C 2.307 0.529 -0.190 4.80 4.10 0.75
C 0.571 -0.949 0.574 -3.71 -0.79 -1.07
H 2.389 1.556 0.363 -0.07 -1.53 -1.39
H -0.773 -1.447 -1.158 -0.16 0.83 0.66
H -1.143 2.810 -2.566 -0.91 -0.23 0.17
H -1.057 0.924 0.872 -0.59 1.02 -1.47
H 1.513 -1.653 2.473 0.65 1.02 -0.42
H 3.239 0.153 -0.702 -1.35 0.30 -0.10
H -1.573 -1.297 0.474 0.17 -0.10 -0.51
H -0.166 -1.740 2.395 -0.19 -0.24 -0.56
H 0.949 -2.918 1.541 -0.95 1.69 -0.39
H -2.927 2.462 -2.248 1.95 -0.30 0.13
```
Positions in Å, forces in eV/Å.

## Properties
Spin multiplicity: 1
Net charge: +2
LUMO level, eV: -8.6
M, Da: 110.2
HOMO level, eV: -19.765
Kohn-Sham gap, eV: 11.125
SMILES: C=[N+]=C(C)CC=C=[NH2+]
DFT total energy, Eh: -343.3590

These are the Mulliken partial charges, in e, on atoms 1 to 5: 0.248 -0.232 0.314 -0.409 -1.308

---

Density functional theory data (ωB97M-V with the def2-TZVPD basis set) for C10H17MoN as an isolated structure in a non-equilibrium geometry.

```
29
Properties=species:S:1:pos:R:3:forces:R:3
Mo -1.368 -0.196 -0.532 3.13 2.18 -2.02
N -0.087 -1.689 0.228 -1.11 0.87 0.89
C 0.398 1.141 2.722 -0.54 -0.18 -0.06
C -1.158 -2.690 0.177 -0.21 -0.67 0.34
C 0.315 0.766 -4.393 0.68 0.28 1.67
C -0.113 1.183 0.351 -1.44 -1.12 -0.58
C 0.129 0.435 1.540 0.54 0.24 0.69
C -0.081 2.591 0.330 0.50 0.59 0.71
C 1.147 -2.220 -0.373 0.51 0.35 -0.55
C 0.162 3.261 1.547 -0.37 -0.04 -1.48
C 0.135 -1.081 1.593 0.34 -0.83 0.20
C 0.385 2.538 2.724 0.07 -0.69 0.23
H 1.950 -1.473 -0.287 -0.28 -0.29 -0.11
H -0.857 -3.562 0.773 -0.47 -0.02 -0.08
H 1.074 1.521 -4.620 -0.29 -0.18 -0.22
H 0.172 4.356 1.573 -0.09 -0.44 -0.06
H 1.419 -3.124 0.196 0.00 0.21 -0.31
H 0.588 -0.198 -4.809 -0.26 0.05 -0.23
H 1.112 -1.449 1.956 -0.44 0.17 0.09
H -2.087 -2.254 0.589 0.04 -0.34 0.17
H -0.260 3.134 -0.605 0.13 -0.11 0.45
H -0.660 -1.449 2.271 0.48 0.18 -0.21
H 0.549 3.066 3.664 0.10 -0.09 -0.28
H -0.678 1.123 -4.595 -0.34 -0.03 -0.68
H 0.352 0.691 -3.272 0.12 -0.18 -0.38
H 0.971 -2.464 -1.436 0.17 0.01 0.49
H -2.754 0.490 -0.090 -1.15 -0.27 1.34
H 0.586 0.569 3.637 -0.03 0.34 -0.24
H -1.340 -3.014 -0.861 0.20 0.01 0.23
```
Positions in Å, forces in eV/Å.

## Properties
Spin multiplicity: 3
⟨S²⟩: 2.2748
Net charge: +2
LUMO level (spin up / spin down), eV: -10.9 / -9.6
M, Da: 247.2
HOMO level (spin up / spin down), eV: -17.275 / -17.319
Kohn-Sham gap (spin up / spin down), eV: 6.366 / 7.724
DFT total energy, Eh: -513.3438

These are the Mulliken partial charges, in e, on atoms 1 to 5: 0.484 -0.247 -0.691 -1.020 -0.758